(1)
{
  "formula": "C3H7NS2",
  "method": "wB97M-V/def2-TZVPD",
  "symbols": ["C", "N", "C", "C", "S", "S", "H", "H", "H", "H", "H", "H", "H"],
  "xyz": [[3.0941, -0.3791, 0.0977], [1.7685, 0.0704, -0.3329], [0.6876, -0.7389, 0.1874], [-0.6949, -0.1169, 0.0330], [-2.0338, -1.0462, -0.0503], [-0.7767, 1.6162, 0.0484], [3.2743, -1.4226, -0.1229], [3.8812, 0.2245, -0.3460], [3.1714, -0.2274, 1.1904], [1.7262, 0.0759, -1.3637], [0.8433, -0.8647, 1.2771], [0.6228, -1.7584, -0.2413], [0.5476, 1.7693, 0.0588]],
  "nbo_charge": [-0.408, -0.635, -0.312, -0.289, 0.002, 0.109, 0.175, 0.208, 0.195, 0.364, 0.225, 0.207, 0.158],
  "max_force_ev_per_a": 1.0,
  "e_lumo_ev": -0.1,
  "de_lowest_kcal_mol": 17.54,
  "smiles": "CNCC(=S)S"
}


(2)
{
  "formula": "C3H7NS2",
  "method": "wB97M-V/def2-TZVPD",
  "symbols": ["C", "S", "C", "S", "C", "N", "H", "H", "H", "H", "H", "H", "H"],
  "xyz": [[-0.1232, 2.0073, -1.5373], [0.6908, 0.5836, -0.7888], [-0.5926, -0.0735, 0.1928], [-2.0967, 0.5439, 0.3466], [-0.1808, -1.3455, 0.9129], [1.2549, -1.5433, 0.9597], [-0.4552, 2.6987, -0.7885], [-0.9833, 1.7106, -2.1115], [0.6342, 2.4688, -2.2052], [-0.6080, -2.1545, 0.3534], [-0.7006, -1.3256, 1.8973], [1.4719, -2.5340, 1.0531], [1.6885, -1.0365, 1.7153]],
  "nbo_charge": [-0.760, 0.370, -0.296, -0.042, -0.301, -0.834, 0.235, 0.235, 0.230, 0.224, 0.203, 0.372, 0.366],
  "max_force_ev_per_a": 1.0,
  "e_lumo_ev": 0.2,
  "de_lowest_kcal_mol": 9.39,
  "smiles": "CSC(=S)CN"
}